1.
The following is a DFT calculation (ωB97M-V with the def2-TZVPD basis set) of the ion C3H8N3O with charge +1.

The highest occupied orbital energy is -14.6 eV. As for the charge: +1. The energy relative to the best compared isomer or geometry (same formula, charge and spin) is 333.5 kJ/mol. For the HOMO-LUMO gap, the calculation gives 10.8 eV. The value obtained for the lowest unoccupied orbital energy is -3.9 eV.

CARTESIAN COORDINATES (ANGSTROEM)
1 N 1.034 0.567 -0.788
2 N -0.148 -0.030 -0.427
3 C 0.100 -0.870 0.684
4 C -1.094 -0.768 1.619
5 N -1.740 0.237 1.192
6 C -1.147 0.933 0.134
7 O -0.416 2.010 0.652
8 H 0.849 1.458 -1.216
9 H 1.555 0.028 -1.541
10 H 1.639 0.708 0.008
11 H 1.062 -0.637 1.226
12 H 0.326 -1.913 0.376
13 H -1.603 -1.431 2.191
14 H -1.815 1.359 -0.726
15 H -0.461 2.134 1.621

Atomic forces in eV per Å
N 1.814 -0.145 -2.543
N -1.847 -0.617 0.271
C 2.399 -4.102 2.027
C 1.156 3.061 -4.971
N -2.688 0.167 0.979
C 0.225 1.815 -0.931
O 0.481 1.027 0.203
H -0.151 0.978 -0.147
H -0.711 0.320 1.150
H 0.623 0.381 0.518
H -0.739 0.295 -0.152
H -0.475 0.388 0.025
H -0.545 -2.059 2.419
H 0.851 -1.151 1.802
H -0.393 -0.360 -0.650

---

2.
The following is a DFT calculation (ωB97M-V with the def2-TZVPD basis set) of a structure of composition C34H36BrCl2N4OPr.

The spin multiplicity is 3. The highest occupied orbital energy (alpha / beta) is -11.9 / -11.9 eV. As for the charge: +2. For the HOMO-LUMO gap (alpha / beta), the calculation gives 6.1 / 6.1 eV. The value obtained for the lowest unoccupied orbital energy (alpha / beta) is -5.9 / -5.8 eV.

CARTESIAN COORDINATES (ANGSTROEM)
1 Pr 0.630 0.966 1.050
2 C -0.215 3.662 4.130
3 C -0.007 2.237 3.678
4 C 1.239 1.603 3.864
5 C 2.390 2.396 4.432
6 C 1.366 0.215 3.630
7 C 2.645 -0.526 3.940
8 C 0.238 -0.540 3.228
9 C 0.365 -2.033 3.061
10 C -1.009 0.098 3.037
11 C -2.246 -0.732 2.793
12 C -1.110 1.498 3.195
13 C -2.433 2.189 2.962
14 H -0.047 4.391 3.332
15 H 0.451 3.907 4.952
16 H -1.230 3.798 4.496
17 H 3.354 1.982 4.145
18 H 2.342 2.379 5.523
19 H 2.354 3.440 4.122
20 H 3.192 -0.785 3.029
21 H 2.417 -1.453 4.463
22 H 3.304 0.046 4.585
23 H 1.332 -2.298 2.643
24 H -0.394 -2.426 2.391
25 H 0.261 -2.531 4.028
26 H -2.389 -0.956 1.733
27 H -3.134 -0.222 3.156
28 H -2.176 -1.675 3.328
29 H -2.298 3.228 2.666
30 H -3.029 2.182 3.878
31 H -3.012 1.689 2.188
32 Cl -0.114 3.665 0.477
33 C 0.353 3.709 -1.235
34 Cl 1.102 2.149 -1.647
35 H 1.071 4.508 -1.382
36 H -0.533 3.842 -1.845
37 Br -5.688 -4.738 -9.320
38 C -4.739 -3.885 -7.929
39 C -4.873 -2.514 -7.743
40 C -4.126 -1.883 -6.770
41 C -3.260 -2.624 -5.956
42 C -3.166 -4.013 -6.130
43 C -3.895 -4.637 -7.120
44 N -2.497 -1.937 -5.020
45 N -1.791 -2.565 -4.170
46 C -1.188 -2.085 -3.066
47 C -0.125 -2.847 -2.559
48 C 0.555 -2.479 -1.419
49 C 0.211 -1.329 -0.710
50 O 0.910 -0.923 0.352
51 C -0.908 -0.560 -1.150
52 N -1.259 0.549 -0.399
53 C -2.278 1.289 -0.831
54 C -3.028 0.992 -1.957
55 C -2.720 -0.137 -2.692
56 C -1.629 -0.930 -2.322
57 H -5.549 -1.953 -8.372
58 H -4.213 -0.817 -6.611
59 H -2.491 -4.572 -5.496
60 H -3.801 -5.701 -7.282
61 H 0.178 -3.726 -3.112
62 H 1.378 -3.075 -1.048
63 H -2.532 2.154 -0.228
64 H -3.852 1.631 -2.239
65 H -3.303 -0.402 -3.562
66 N 2.850 2.298 1.133
67 C 3.900 1.283 1.023
68 C 3.740 0.229 0.130
69 C 4.743 -0.720 -0.004
70 C 5.902 -0.618 0.750
71 C 6.065 0.440 1.632
72 C 5.067 1.394 1.766
73 H 3.061 2.844 1.964
74 H 2.985 2.940 0.354
75 H 2.851 0.145 -0.492
76 H 4.619 -1.533 -0.706
77 H 6.685 -1.355 0.636
78 H 6.974 0.534 2.210
79 H 5.207 2.234 2.438

Atomic forces in eV per Å
Pr 1.251 1.647 0.877
C 0.014 -0.042 -0.081
C -0.103 -0.209 0.009
C -0.129 -0.125 0.072
C -0.026 -0.054 -0.133
C -0.243 -0.175 0.442
C -0.045 0.057 -0.063
C -0.170 -0.045 0.582
C 0.000 0.064 -0.055
C -0.017 -0.102 0.533
C 0.075 0.038 -0.100
C -0.034 -0.107 0.297
C 0.101 -0.038 -0.042
H 0.010 0.043 0.039
H 0.021 0.033 -0.030
H -0.004 0.037 -0.037
H 0.007 0.019 -0.007
H 0.049 0.037 0.000
H 0.019 0.004 0.017
H 0.041 -0.028 0.035
H 0.006 -0.018 -0.036
H 0.027 0.014 -0.047
H 0.007 -0.030 0.026
H -0.004 -0.021 0.008
H -0.006 -0.011 0.012
H -0.043 -0.034 0.006
H -0.018 0.006 -0.036
H -0.001 -0.017 -0.021
H -0.023 0.003 0.010
H -0.046 0.018 -0.022
H -0.019 -0.002 0.017
Cl -0.422 1.007 0.158
C 0.045 -0.181 -0.199
Cl 0.258 0.282 -0.709
H 0.015 -0.038 0.027
H -0.024 -0.031 0.061
Br 0.071 0.109 0.188
C -0.039 0.023 -0.084
C -0.119 -0.063 -0.156
C 0.316 0.030 0.436
C 0.268 -1.141 -0.386
C 0.060 0.223 0.025
C 0.043 -0.152 0.005
N 1.056 1.482 2.546
N -2.117 -2.089 -3.287
C 0.772 1.154 1.303
C -0.963 0.376 -0.963
C 0.229 0.934 1.016
C -0.490 -1.011 -1.310
O 0.059 -1.257 -0.175
C -0.089 -0.135 0.071
N -0.832 -0.349 -0.894
C 0.292 -0.089 0.525
C -0.124 -0.359 -0.423
C -0.285 0.539 0.125
C 0.756 -0.452 -0.030
H 0.017 0.028 0.005
H 0.058 0.028 -0.057
H -0.029 -0.031 -0.038
H -0.024 -0.005 0.008
H -0.107 -0.037 -0.005
H 0.032 0.005 -0.032
H 0.026 0.013 0.004
H -0.030 -0.015 0.030
H 0.035 -0.022 -0.009
N 0.749 0.028 -0.088
C 0.075 -0.050 -0.190
C -0.077 0.240 0.025
C -0.001 -0.020 0.035
C 0.025 -0.072 -0.047
C -0.073 0.024 0.052
C -0.056 -0.026 0.106
H -0.180 0.079 0.013
H -0.111 0.063 0.000
H 0.204 0.006 0.043
H 0.008 -0.009 -0.005
H 0.006 -0.005 0.016
H 0.013 -0.004 -0.004
H 0.008 0.009 -0.007

---

3.
The following is a DFT calculation (ωB97M-V with the def2-TZVPD basis set) of a structure of composition C47H50CaCl2Ge2NO4P2S4.

The spin multiplicity is 2. The highest occupied orbital energy (alpha / beta) is -6.2 / -6.2 eV. The energy relative to the best compared isomer or geometry (same formula, charge and spin) is 0.0 kJ/mol. For the HOMO-LUMO gap (alpha / beta), the calculation gives 6.4 / 4.9 eV. The value obtained for the lowest unoccupied orbital energy (alpha / beta) is 0.2 / -1.3 eV.

CARTESIAN COORDINATES (ANGSTROEM)
1 Ca 0.701 -1.074 0.440
2 Cl 1.301 1.056 3.236
3 C 3.056 0.841 3.416
4 Cl 3.651 -0.596 2.574
5 H 3.258 0.715 4.471
6 H 3.537 1.714 2.991
7 O -0.979 -1.138 1.992
8 P -2.415 -1.562 1.925
9 C -3.190 -1.005 0.366
10 P -2.348 0.467 -0.310
11 O -0.917 0.195 -0.652
12 C -2.527 1.726 0.954
13 C -1.371 2.361 1.395
14 C -1.452 3.325 2.392
15 C -2.684 3.661 2.931
16 C -3.844 3.032 2.488
17 C -3.765 2.063 1.505
18 C -3.244 0.956 -1.778
19 C -3.946 2.151 -1.878
20 C -4.548 2.498 -3.081
21 C -4.448 1.656 -4.176
22 C -3.742 0.461 -4.081
23 C -3.138 0.112 -2.886
24 C -2.668 -3.321 2.081
25 C -3.646 -4.012 1.369
26 C -3.797 -5.378 1.551
27 C -2.970 -6.054 2.438
28 C -2.000 -5.365 3.154
29 C -1.853 -3.997 2.986
30 C -3.309 -0.777 3.269
31 C -4.670 -1.007 3.466
32 C -5.332 -0.390 4.514
33 C -4.630 0.443 5.379
34 C -3.272 0.656 5.195
35 C -2.607 0.050 4.138
36 H -4.243 -0.766 0.541
37 H -3.122 -1.795 -0.386
38 H -0.411 2.096 0.963
39 H -0.548 3.809 2.741
40 H -2.744 4.415 3.706
41 H -4.802 3.291 2.919
42 H -4.670 1.569 1.168
43 H -4.005 2.825 -1.032
44 H -5.085 3.434 -3.161
45 H -4.913 1.933 -5.114
46 H -3.652 -0.190 -4.940
47 H -2.564 -0.806 -2.821
48 H -4.270 -3.502 0.645
49 H -4.545 -5.916 0.984
50 H -3.075 -7.124 2.562
51 H -1.346 -5.895 3.834
52 H -1.078 -3.467 3.525
53 H -5.217 -1.676 2.810
54 H -6.388 -0.567 4.667
55 H -5.145 0.918 6.204
56 H -2.725 1.301 5.871
57 H -1.549 0.214 3.979
58 O 0.145 -8.511 0.469
59 C 0.256 -7.316 0.458
60 S -0.637 -6.254 -0.643
61 C -0.113 -4.714 0.003
62 C 0.796 -4.776 1.088
63 S 1.480 -3.523 1.966
64 S 1.217 -6.396 1.620
65 S -0.794 -3.353 -0.709
66 C 1.557 -1.458 -3.669
67 N 2.534 -2.432 -3.218
68 C 3.389 -3.025 -4.225
69 C 2.745 -2.656 -1.921
70 O 2.123 -2.124 -1.006
71 H 2.063 -0.640 -4.184
72 H 1.024 -1.051 -2.816
73 H 0.847 -1.932 -4.350
74 H 4.030 -2.264 -4.676
75 H 2.782 -3.492 -5.003
76 H 4.017 -3.788 -3.768
77 H 3.550 -3.371 -1.715
78 C -0.196 3.871 -1.372
79 Ge 1.351 2.868 -2.097
80 C 2.586 4.276 -2.738
81 C 0.519 2.060 -3.702
82 Ge 2.431 1.259 -0.593
83 C 3.440 2.568 0.530
84 C 2.737 3.572 1.206
85 C 3.354 4.426 2.111
86 C 4.714 4.299 2.370
87 C 5.438 3.320 1.702
88 C 4.808 2.471 0.798
89 C 3.897 0.600 -1.804
90 C 4.111 0.967 -3.134
91 C 5.118 0.393 -3.906
92 C 5.958 -0.567 -3.360
93 C 5.779 -0.945 -2.035
94 C 4.762 -0.373 -1.282
95 H -0.488 4.611 -2.123
96 H 0.015 4.402 -0.442
97 H -1.049 3.209 -1.205
98 H 2.116 5.259 -2.651
99 H 2.850 4.121 -3.787
100 H 3.507 4.281 -2.153
101 H -0.016 2.841 -4.250
102 H -0.202 1.289 -3.418
103 H 1.255 1.618 -4.374
104 H 1.670 3.687 1.032
105 H 2.773 5.192 2.611
106 H 5.205 4.962 3.072
107 H 6.501 3.215 1.886
108 H 5.403 1.718 0.293
109 H 3.494 1.728 -3.594
110 H 5.252 0.711 -4.934
111 H 6.749 -1.007 -3.955
112 H 6.432 -1.687 -1.588
113 H 4.624 -0.706 -0.258

Atomic forces in eV per Å
Ca 0.450 -0.081 -0.059
Cl -0.039 -0.144 -0.018
C 0.006 0.067 -0.008
Cl -0.108 -0.044 0.028
H 0.040 0.034 0.019
H 0.028 0.004 -0.005
O -0.043 0.030 0.184
P 0.170 0.280 -0.166
C -0.128 0.019 0.068
P 0.091 0.023 0.247
O -0.019 -0.262 -0.008
C 0.006 0.089 -0.038
C 0.041 -0.047 0.086
C -0.004 -0.021 -0.021
C 0.002 0.002 0.018
C 0.033 0.010 0.049
C 0.008 -0.030 -0.052
C -0.134 -0.066 -0.073
C -0.014 0.052 -0.010
C 0.002 0.010 0.013
C 0.012 -0.029 -0.015
C -0.017 0.029 -0.005
C -0.015 -0.008 -0.006
C -0.163 -0.103 0.045
C 0.022 -0.042 -0.018
C 0.005 0.039 -0.010
C -0.008 -0.016 0.005
C -0.005 -0.006 0.009
C 0.015 -0.029 -0.017
C -0.165 -0.047 0.040
C -0.032 0.054 0.022
C 0.027 0.007 0.005
C -0.011 -0.012 -0.012
C 0.023 0.037 -0.001
C -0.009 0.026 -0.001
H -0.020 -0.029 -0.061
H 0.022 -0.023 0.004
H -0.042 0.003 -0.002
H -0.009 0.000 0.002
H -0.010 -0.009 -0.009
H 0.000 -0.003 -0.012
H -0.004 -0.006 0.006
H 0.010 -0.022 -0.027
H 0.004 -0.007 -0.003
H 0.003 -0.002 0.010
H -0.005 0.008 0.003
H 0.008 0.010 0.025
H -0.007 0.007 0.032
H 0.014 -0.005 0.009
H 0.014 0.009 0.000
H -0.010 0.004 -0.003
H -0.017 0.032 -0.007
H 0.027 -0.010 -0.013
H 0.006 0.002 -0.003
H 0.009 -0.002 -0.009
H -0.013 -0.009 -0.002
H 0.001 -0.012 -0.012
O 0.169 -0.022 -0.136
C -0.374 0.075 0.270
S 0.057 -0.069 -0.112
C 0.072 0.004 0.194
C -0.129 0.006 -0.113
S -0.048 0.053 -0.142
S 0.139 -0.066 -0.021
S 0.056 0.131 -0.064
C -0.005 0.013 -0.062
N 0.044 -0.010 0.123
C -0.003 -0.009 -0.010
C -0.037 0.194 -0.089
O 0.060 -0.099 -0.071
H -0.001 -0.022 -0.005
H -0.009 0.011 0.045
H 0.000 -0.011 0.009
H -0.028 -0.015 0.007
H -0.012 -0.012 0.004
H 0.019 0.014 -0.008
H -0.001 -0.045 -0.007
C -0.058 0.022 0.047
Ge -0.085 0.084 -0.041
C 0.038 0.058 -0.083
C -0.011 -0.001 -0.055
Ge -0.066 -0.026 -0.104
C 0.001 0.072 0.068
C 0.013 -0.015 0.064
C -0.003 -0.005 -0.020
C -0.009 -0.014 -0.018
C 0.013 0.005 0.027
C 0.037 0.015 -0.044
C 0.093 -0.126 0.136
C 0.041 0.013 -0.004
C 0.011 -0.001 0.009
C -0.004 0.012 0.032
C -0.005 0.028 -0.026
C 0.004 -0.008 -0.013
H 0.002 -0.010 0.017
H 0.016 -0.017 -0.018
H 0.043 0.018 -0.023
H 0.021 -0.017 -0.008
H -0.003 -0.001 0.023
H -0.016 0.003 0.010
H 0.007 -0.027 -0.008
H 0.016 0.007 0.038
H 0.005 -0.011 -0.015
H -0.017 -0.001 -0.024
H 0.016 0.000 0.007
H -0.011 -0.007 -0.003
H -0.019 0.001 -0.008
H -0.024 0.001 -0.004
H -0.057 0.046 0.003
H 0.000 -0.003 0.006
H -0.001 0.000 -0.002
H -0.001 0.003 -0.002
H 0.001 0.019 0.001

---

4.
The following is a DFT calculation (ωB97M-V with the def2-TZVPD basis set) of a structure of composition C3H2N2O3.

The highest occupied orbital energy is -9.9 eV. The energy relative to the best compared isomer or geometry (same formula, charge and spin) is 504.7 kJ/mol. For the HOMO-LUMO gap, the calculation gives 8.3 eV. The value obtained for the lowest unoccupied orbital energy is -1.6 eV.

CARTESIAN COORDINATES (ANGSTROEM)
1 C 0.433 -0.153 0.082
2 C -1.250 0.203 1.026
3 C -0.122 1.023 -0.513
4 H 0.276 -2.130 0.560
5 H -2.306 0.152 1.609
6 N 1.321 -0.987 -0.565
7 N -0.307 -0.691 0.972
8 O 1.185 -2.198 0.172
9 O -1.264 1.284 0.141
10 O 0.150 1.825 -1.387

Atomic forces in eV per Å
C 7.137 -2.314 -7.030
C -5.234 -0.320 2.001
C 1.326 4.690 -3.919
H 0.913 -0.537 0.224
H 3.029 -0.061 -1.114
N -2.468 0.640 3.640
N -5.940 2.021 4.510
O 0.939 0.620 -2.279
O -0.548 -2.804 3.127
O 0.847 -1.936 0.840

---

5.
The following is a DFT calculation (ωB97M-V with the def2-TZVPD basis set) of a structure of composition C2H9N3O.

The highest occupied orbital energy is -20.5 eV. As for the charge: +2. The energy relative to the best compared isomer or geometry (same formula, charge and spin) is 248.7 kJ/mol. For the HOMO-LUMO gap, the calculation gives 11.8 eV. The value obtained for the lowest unoccupied orbital energy is -8.7 eV.

CARTESIAN COORDINATES (ANGSTROEM)
1 C 0.723 0.349 0.368
2 C -1.094 1.634 -0.729
3 N -0.510 0.472 -0.387
4 N 0.628 -1.025 1.174
5 N 0.316 -1.943 0.097
6 O -1.872 1.645 -1.690
7 H 1.535 0.181 -0.389
8 H 1.024 1.109 1.154
9 H -0.639 2.566 -0.271
10 H -0.989 -0.457 -0.544
11 H 1.529 -1.346 1.668
12 H -0.096 -0.919 1.906
13 H 0.390 -2.906 0.462
14 H 1.321 -1.765 -0.693
15 H -2.265 2.406 -2.126

Atomic forces in eV per Å
C 1.352 -0.712 1.340
C 3.566 0.537 1.260
N -1.787 0.215 0.859
N 1.561 0.873 -0.737
N 3.432 -0.110 -2.404
O -1.388 -1.650 -0.909
H -0.387 0.262 1.045
H -0.787 -0.372 -1.310
H -0.852 -0.879 -0.514
H 0.684 1.091 -0.598
H -1.195 1.195 -0.672
H -0.103 -0.501 -0.456
H -0.020 0.329 -0.287
H -3.968 -1.274 3.050
H -0.110 0.996 0.333

---

6.
The following is a DFT calculation (ωB97M-V with the def2-TZVPD basis set) of a structure of composition C2H2BrF2I.

The highest occupied orbital energy is -10.0 eV. The energy relative to the best compared isomer or geometry (same formula, charge and spin) is 17.0 kJ/mol. For the HOMO-LUMO gap, the calculation gives 10.0 eV. The value obtained for the lowest unoccupied orbital energy is 0.0 eV.

CARTESIAN COORDINATES (ANGSTROEM)
1 C 0.186 0.423 0.822
2 C -0.971 0.540 -0.232
3 F -0.377 0.777 2.083
4 F 1.135 1.242 0.656
5 Br -1.698 2.289 -0.185
6 I -2.408 -0.947 0.101
7 H 0.699 -0.662 0.904
8 H -0.447 0.525 -1.213

Atomic forces in eV per Å
C -2.557 -3.712 2.235
C 2.257 0.113 -0.099
F 0.516 -0.937 -1.165
F 2.627 2.682 -1.194
Br -0.363 0.725 0.090
I 0.001 -0.255 -0.193
H -1.738 2.064 -0.167
H -0.743 -0.680 0.492